# 1
ORCA calculation (ωB97M-V/def2-TZVPD) on a 2-piece molecular cluster, C2H9NS overall at a distorted geometry.

Each line ends with the Mulliken charge.
CARTESIAN COORDINATES (ANGSTROEM)
H 1.327 0.407 -2.564  0.328
S -1.409 -1.085 0.276  0.107
C -2.440 -0.729 1.817  -0.767
C 1.731 0.878 -1.686  -0.739
N 1.728 0.023 -0.539  -0.305
H 0.995 1.763 -1.534  0.294
H 1.646 0.524 0.418  0.343
H 2.336 -0.746 -0.615  0.230
H -2.704 -1.632 2.317  0.339
H -0.621 0.033 0.177  0.157
H -3.428 -0.362 1.534  0.332
H 2.697 1.155 -2.054  0.350
H -1.858 -0.228 2.454  0.331

Forces on atoms 1 to 6 (eV/Å):
H -0.4359 -0.8876 -0.3455
S -0.2667 0.3813 0.6313
C -1.3476 -2.1080 -3.1655
C -2.7160 1.6512 0.0404
N -1.1564 2.3750 2.0201
H 1.7542 -1.2114 -0.0580

The expectation value of S² is 0.76. As for the highest occupied orbital energy (alpha / beta): -15.2 / -13.2 eV. Its spin multiplicity is 2. Its total charge is +1. The value obtained for the energy relative to the best compared isomer or geometry (same formula, charge and spin) is 160.2 kJ/mol.

# 2
ORCA calculation (ωB97M-V/def2-TZVPD) on a 4-piece molecular cluster, C2H9O5 overall at a distorted geometry.

Each line ends with the Mulliken charge.
CARTESIAN COORDINATES (ANGSTROEM)
H -0.412 -2.227 -1.550  0.373
C -1.125 -1.010 0.541  0.851
C -1.349 -0.550 1.964  -1.071
H 2.741 2.599 0.809  0.339
H -1.492 -1.455 2.548  0.322
O -0.733 -0.047 -0.254  -0.290
O -0.471 -2.130 -2.520  -0.632
H -1.110 -1.418 -2.635  0.302
H 2.853 3.957 1.342  0.317
O 0.992 1.778 -1.275  -0.609
H 0.963 0.818 -1.279  0.365
O -1.197 -2.178 0.235  -0.570
H -0.415 -0.128 2.347  0.308
O 3.062 3.050 1.603  -0.649
H -2.156 0.112 2.266  0.331
H 0.273 2.011 -0.682  0.312

Forces on atoms 1 to 6 (eV/Å):
H -0.2345 -0.2553 -0.5350
C -0.3883 -0.4619 1.1120
C 0.6170 0.0265 1.0854
H 0.1539 -0.4209 0.1381
H -0.0659 -0.3140 -0.1980
O -0.3672 -0.2634 -0.0479

The expectation value of S² is 0.75. As for the highest occupied orbital energy (alpha / beta): -11.3 / -11.2 eV. Its spin multiplicity is 2. Its total charge is 0. The value obtained for the energy relative to the best compared isomer or geometry (same formula, charge and spin) is 9.5 kJ/mol.

# 3
ORCA calculation (ωB97M-V/def2-TZVPD) on a 5-piece molecular cluster, C2H9OS overall at a distorted geometry.

Each line ends with the Mulliken charge.
CARTESIAN COORDINATES (ANGSTROEM)
H -0.422 -0.337 -0.583  0.349
H -1.310 -1.227 1.062  0.357
O -1.464 -1.197 0.112  -0.573
H -0.835 -1.245 3.293  -0.209
H 1.860 -0.267 -0.889  0.358
H 1.612 1.071 -2.140  0.297
S -0.919 1.473 -2.033  0.175
H -1.477 -1.951 -0.516  0.402
H 2.071 1.531 -0.414  0.258
H -0.863 -1.797 3.802  0.215
C 1.554 0.774 -1.092  -0.741
C 0.104 1.030 -0.801  -0.266
H 0.089 2.143 0.200  0.378

Forces on atoms 1 to 6 (eV/Å):
H -1.7716 0.8674 1.0849
H 0.1121 -1.1927 0.1276
O 1.2841 1.8953 -2.7172
H 0.0070 -0.1663 0.2435
H 0.2489 0.6449 -0.1434
H 1.0132 -0.5081 0.0568

As for the highest occupied orbital energy: -14.3 eV. Its spin multiplicity is 1. Its total charge is +1. The value obtained for the energy relative to the best compared isomer or geometry (same formula, charge and spin) is 640.4 kJ/mol.